1.
The following is a DFT calculation (the ωB97M-V functional and the def2-TZVPD basis) of a 2-piece molecular cluster, C4H13NO overall.

The value obtained for the energy above the lowest of the compared OMol25 structures with the same formula, charge and spin is 0.5644 eV. Its highest occupied orbital energy is -9.99 eV. The molar mass comes out at 91.154 u. Its LUMO energy is 1.0 eV. The structure (SMILES) is CCC.NCO.

Each line ends with the natural charge from an NBO analysis.
Geometry (Å):
C (-0.194731, -1.906138, 1.748952)  -0.607
C (0.891749, -1.402621, 0.789820)  -0.395
C (1.573095, -0.137997, 1.279527)  -0.606
H (-1.096371, -1.290467, 1.685011)  0.203
H (-0.394885, -2.952794, 1.531347)  0.209
H (0.161664, -1.828735, 2.777291)  0.201
H (1.633831, -2.192856, 0.640683)  0.196
H (0.450704, -1.202088, -0.198482)  0.183
H (2.338999, 0.231803, 0.598338)  0.215
H (2.080505, -0.275978, 2.244495)  0.198
H (0.834799, 0.640866, 1.499865)  0.202
N (-1.500925, 0.355760, -1.852076)  -0.843
C (-1.004900, 1.205872, -0.815123)  0.087
O (0.198513, 1.889518, -1.105403)  -0.735
H (-0.780706, -0.273705, -2.192682)  0.354
H (-1.863477, 0.866120, -2.647298)  0.357
H (-0.826796, 0.572135, 0.047977)  0.157
H (-1.789559, 1.918609, -0.541206)  0.157
H (0.411083, 1.736502, -2.040524)  0.466

Forces on atoms 1 to 6 (eV/Å):
C 0.492 0.287 -0.152
C -0.049 0.007 -0.094
C 0.143 0.229 0.752
H -0.029 -0.235 -0.084
H -0.403 0.018 0.080
H 0.025 -0.124 0.050


2.
The following is a DFT calculation (the ωB97M-V functional and the def2-TZVPD basis) of C2H4BrFO as an isolated structure in a non-equilibrium geometry.

The value obtained for the energy above the lowest of the compared OMol25 structures with the same formula, charge and spin is 5.1877 eV. Its highest occupied orbital energy is -10.65 eV. The molar mass comes out at 142.955 u. Its LUMO energy is 0.6 eV.

Each line ends with the natural charge from an NBO analysis.
Geometry (Å):
C (0.669531, 0.719781, 0.253398)  -0.694
C (-0.539386, 0.097868, -0.310884)  0.051
O (-0.688439, -1.433556, 0.576333)  -0.200
F (0.296802, -2.285031, -0.006767)  -0.187
Br (-2.386773, 0.705624, -0.041194)  0.065
H (1.035908, 0.323474, 1.123591)  0.257
H (1.418148, 0.445963, -0.548363)  0.236
H (0.645032, 1.777456, 0.312020)  0.241
H (-0.450821, -0.351579, -1.358132)  0.231

Forces on atoms 1 to 6 (eV/Å):
C 0.783 0.265 -3.724
C -1.854 -4.692 0.485
O 0.234 2.560 -1.725
F -0.087 0.352 0.053
Br 1.439 0.008 -0.032
H 0.307 -1.126 2.329


3.
The following is a DFT calculation (the ωB97M-V functional and the def2-TZVPD basis) of C20H21BiO3 as an isolated structure in a non-equilibrium geometry.

Its highest occupied orbital energy is -6.96 eV. The molar mass comes out at 518.365 u. Its LUMO energy is -2.0 eV.

Each line ends with the natural charge from an NBO analysis.
Geometry (Å):
C (-0.834788, 1.334101, 3.204030)  -0.269
C (-0.036214, 0.180528, 3.299316)  -0.180
C (1.051550, 0.301436, 2.372743)  -0.488
H (-0.181936, -0.636994, 4.002870)  0.281
C (0.869580, 1.578635, 1.669191)  -0.490
C (-0.310632, 2.191486, 2.216117)  -0.224
H (-0.637379, 3.207465, 1.991411)  0.233
H (-1.710796, 1.531143, 3.820095)  0.288
H (1.951992, -0.312084, 2.334866)  0.239
H (1.632808, 2.059609, 1.056225)  0.239
C (-2.509244, -1.554597, -0.103655)  -0.446
C (-3.185947, -1.193880, 1.101237)  -0.164
C (-3.518346, 0.173102, 1.042364)  -0.270
H (-3.463198, -1.879243, 1.899096)  0.277
C (-3.081432, 0.707737, -0.192164)  -0.253
C (-2.492078, -0.365186, -0.957195)  -0.497
H (-2.275041, -0.360266, -2.025912)  0.245
H (-2.245439, -2.563523, -0.427154)  0.240
H (-4.072045, 0.707184, 1.813852)  0.277
H (-3.263703, 1.712861, -0.574242)  0.233
Bi (-0.319869, -0.158358, 0.299200)  1.623
O (1.536066, -0.002658, -1.574313)  -0.587
C (2.707161, -0.864398, -1.415913)  -0.104
C (2.909243, 0.434614, -2.138292)  0.085
H (3.075323, -0.948935, -0.389031)  0.203
H (2.685134, -1.763986, -2.037914)  0.208
H (3.366438, 1.253567, -1.572272)  0.223
H (4.649314, 1.891751, -3.627876)  0.217
C (4.043229, 1.212873, -4.236150)  -0.180
C (3.039581, 0.436243, -3.597143)  -0.104
C (2.265385, -0.435014, -4.394780)  -0.188
H (1.488030, -1.045567, -3.932024)  0.221
C (2.516110, -0.546747, -5.763797)  -0.204
H (1.913707, -1.232007, -6.357669)  0.223
C (3.538456, 0.185714, -6.377840)  -0.193
H (3.741358, 0.069849, -7.446007)  0.226
C (4.305235, 1.063999, -5.597105)  -0.207
H (5.124510, 1.619588, -6.057937)  0.225
C (-3.669272, -1.327264, 6.105561)  -0.725
C (-3.179317, -0.876360, 4.755010)  0.761
O (-3.640833, 0.226651, 4.325755)  -0.805
O (-2.355321, -1.656147, 4.177536)  -0.814
H (-3.768107, -0.492608, 6.800993)  0.207
H (-2.999029, -2.082580, 6.517679)  0.205
H (-4.660243, -1.781733, 5.991239)  0.211

Forces on atoms 1 to 6 (eV/Å):
C -0.408 0.404 -0.382
C 0.942 -0.143 -0.457
C -0.052 1.199 0.236
H -0.225 0.173 -0.342
C 0.555 -0.779 0.453
C 0.354 -0.479 0.218


Please write out number 2 again, unchanged.
The following is a DFT calculation (the ωB97M-V functional and the def2-TZVPD basis) of C2H4BrFO as an isolated structure in a non-equilibrium geometry.

The value obtained for the energy above the lowest of the compared OMol25 structures with the same formula, charge and spin is 5.1877 eV. Its highest occupied orbital energy is -10.65 eV. The molar mass comes out at 142.955 u. Its LUMO energy is 0.6 eV.

Each line ends with the natural charge from an NBO analysis.
Geometry (Å):
C (0.669531, 0.719781, 0.253398)  -0.694
C (-0.539386, 0.097868, -0.310884)  0.051
O (-0.688439, -1.433556, 0.576333)  -0.200
F (0.296802, -2.285031, -0.006767)  -0.187
Br (-2.386773, 0.705624, -0.041194)  0.065
H (1.035908, 0.323474, 1.123591)  0.257
H (1.418148, 0.445963, -0.548363)  0.236
H (0.645032, 1.777456, 0.312020)  0.241
H (-0.450821, -0.351579, -1.358132)  0.231

Forces on atoms 1 to 6 (eV/Å):
C 0.783 0.265 -3.724
C -1.854 -4.692 0.485
O 0.234 2.560 -1.725
F -0.087 0.352 0.053
Br 1.439 0.008 -0.032
H 0.307 -1.126 2.329


The highest highest occupied orbital energy belongs to which entry? C20H21BiO3


Which of these has the lowest molar mass? C4H13NO


The lowest highest occupied orbital energy belongs to which entry? C2H4BrFO